272
Properties=species:S:1:pos:R:3:lowdin_spin:R:1 method="wB97M-V/def2-TZVPD" e_lumo_ev="-7.325 / -7.325" homo_energy_ev="-13.175 / -13.176" multiplicity=3 total_energy_ha=-6930.86126 orbital_gap_ev="5.850 / 5.851" total_charge=+4
Pt 0.86 0.64 -2.04 1.480
P -0.42 -0.59 -0.45 0.009
O 1.09 -0.58 -0.36 0.097
O -0.72 0.91 -0.75 0.118
O -1.15 -1.12 0.73 0.014
O -0.52 -1.06 -1.93 0.111
C -2.56 3.80 -1.06 0.000
C -3.48 2.87 -1.89 0.000
C -3.15 2.98 -3.36 0.000
O -3.73 2.04 -4.25 0.000
C -5.15 2.21 -4.48 0.000
N -3.27 1.35 -1.47 0.001
H -3.81 0.70 -2.03 0.000
H -2.30 1.06 -1.49 0.000
H -3.55 1.24 -0.51 0.000
H -2.80 3.84 0.00 0.000
H -2.71 4.82 -1.40 0.000
H -1.49 3.59 -1.18 0.000
H -4.55 3.02 -1.76 0.000
H -2.07 2.95 -3.42 0.000
H -3.38 4.00 -3.65 0.000
H -5.63 1.70 -5.31 0.000
H -5.39 3.25 -4.71 0.000
H -5.77 1.87 -3.65 0.000
C 8.80 0.73 5.58 0.000
C 8.20 1.18 4.26 0.000
C 6.64 1.01 4.15 0.000
O 6.12 1.37 2.93 0.000
C 4.71 1.63 2.85 0.000
N 8.51 2.66 4.00 0.000
H 8.13 3.06 3.15 0.000
H 7.92 3.19 4.62 0.000
H 9.46 2.87 4.30 0.000
H 8.33 1.01 6.52 0.000
H 9.86 1.00 5.57 0.000
H 8.78 -0.36 5.61 0.000
H 8.55 0.61 3.40 0.000
H 6.07 1.45 4.97 0.000
H 6.42 -0.06 4.26 0.000
H 4.19 0.80 3.33 0.000
H 4.33 1.66 1.83 0.000
H 4.50 2.62 3.25 0.000
C 2.94 4.48 -5.34 0.000
C 3.87 3.28 -5.49 0.000
C 5.36 3.52 -5.83 0.000
O 6.11 2.36 -6.12 0.000
C 7.51 2.72 -6.06 0.000
N 3.81 2.58 -4.17 0.000
H 3.87 3.20 -3.37 0.000
H 2.96 2.03 -4.10 0.000
H 4.58 1.94 -4.09 0.000
H 2.91 4.93 -6.34 0.000
H 3.39 5.24 -4.70 0.000
H 1.95 4.17 -4.99 0.000
H 3.40 2.51 -6.09 0.000
H 5.88 4.08 -5.05 0.000
H 5.41 4.17 -6.70 0.000
H 7.76 3.22 -5.12 0.000
H 7.65 3.46 -6.86 0.000
H 8.14 1.84 -6.14 0.000
C 1.16 -2.95 4.80 0.000
C 0.80 -1.86 3.71 0.000
C 1.99 -1.30 2.86 0.001
O 2.65 -2.40 2.33 0.000
C 3.97 -2.65 2.84 0.000
N -0.23 -2.55 2.80 0.000
H -1.07 -2.86 3.28 0.000
H -0.58 -2.02 2.01 0.000
H 0.10 -3.45 2.48 0.000
H 1.55 -3.86 4.32 0.000
H 0.37 -3.16 5.52 0.000
H 1.93 -2.49 5.41 0.000
H 0.32 -1.09 4.32 0.000
H 2.61 -0.55 3.34 0.000
H 1.57 -0.79 1.99 0.001
H 4.69 -2.07 2.26 0.000
H 4.31 -3.68 2.74 0.000
H 4.07 -2.40 3.90 0.000
C -5.92 -2.31 7.12 0.000
C -4.72 -1.41 7.39 0.000
C -4.44 -0.32 6.38 0.000
O -3.21 0.40 6.54 0.000
C -2.96 1.42 5.60 0.000
N -4.61 -0.80 8.81 0.000
H -5.38 -0.24 9.13 0.000
H -4.41 -1.54 9.48 0.000
H -3.81 -0.19 8.82 0.000
H -6.88 -1.82 7.30 0.000
H -6.00 -3.17 7.78 0.000
H -5.84 -2.67 6.10 0.000
H -3.77 -1.96 7.40 0.000
H -5.18 0.48 6.37 0.000
H -4.46 -0.71 5.36 0.000
H -2.68 1.04 4.62 0.000
H -2.21 2.10 5.98 0.000
H -3.81 2.06 5.34 0.000
C 6.54 -0.22 0.11 0.000
C 7.67 -0.67 -0.73 0.000
C 8.83 -1.27 0.13 0.000
O 9.96 -1.60 -0.70 0.000
C 10.89 -2.49 -0.04 0.000
N 7.22 -1.74 -1.72 0.000
H 6.29 -1.59 -2.07 0.000
H 7.84 -1.80 -2.52 0.000
H 7.25 -2.66 -1.32 0.000
H 5.85 0.43 -0.43 0.000
H 6.85 0.37 0.97 0.000
H 5.96 -1.08 0.44 0.000
H 8.09 0.23 -1.16 0.000
H 8.52 -2.19 0.62 0.000
H 9.01 -0.62 0.98 0.000
H 10.54 -3.52 -0.10 0.000
H 11.02 -2.21 1.00 0.000
H 11.82 -2.60 -0.60 0.000
C -3.88 -3.59 0.45 0.000
C -4.54 -2.25 0.82 0.000
C -5.86 -2.53 1.51 0.000
O -6.54 -1.29 1.75 0.000
C -7.07 -0.61 0.61 0.000
N -3.66 -1.36 1.78 0.000
H -2.74 -1.17 1.39 0.000
H -4.13 -0.48 1.95 0.000
H -3.45 -1.80 2.66 0.000
H -3.09 -3.28 -0.23 0.000
H -4.62 -4.20 -0.06 0.000
H -3.47 -4.18 1.26 0.000
H -4.71 -1.61 -0.05 0.000
H -5.79 -3.00 2.49 0.000
H -6.55 -3.19 0.99 0.000
H -7.63 -1.32 0.00 0.000
H -6.34 -0.18 -0.06 0.000
H -7.63 0.25 0.96 0.000
C 1.52 -3.90 -2.41 0.000
C 1.40 -3.93 -0.88 0.000
C 1.59 -5.25 -0.22 0.000
O 1.18 -5.09 1.17 0.000
C 1.64 -6.23 1.93 0.000
N 2.42 -2.96 -0.25 0.001
H 3.32 -2.86 -0.68 0.000
H 2.05 -2.04 -0.43 0.001
H 2.43 -3.03 0.75 0.000
H 1.49 -2.85 -2.73 0.000
H 0.61 -4.30 -2.85 0.000
H 2.37 -4.50 -2.75 0.000
H 0.46 -3.48 -0.55 0.000
H 2.63 -5.52 -0.36 0.000
H 0.98 -6.07 -0.62 0.000
H 2.72 -6.38 2.01 0.000
H 1.13 -7.19 1.82 0.000
H 1.49 -5.93 2.97 0.000
C -1.11 -3.42 -5.27 0.000
C -2.23 -3.14 -4.25 0.000
C -2.17 -3.96 -2.88 0.001
O -1.79 -5.33 -3.06 0.000
C -1.83 -6.04 -1.81 0.000
N -2.31 -1.58 -3.88 0.001
H -3.26 -1.37 -3.61 0.000
H -1.78 -1.35 -3.06 0.001
H -2.00 -1.13 -4.73 0.000
H -0.17 -2.99 -4.92 0.000
H -1.18 -2.94 -6.24 0.000
H -1.00 -4.49 -5.46 0.000
H -3.18 -3.27 -4.78 0.000
H -3.07 -3.85 -2.27 0.000
H -1.32 -3.51 -2.37 0.001
H -1.20 -5.59 -1.04 0.000
H -1.40 -7.03 -1.99 0.000
H -2.87 -6.11 -1.49 0.000
C -0.21 6.26 -7.11 0.000
C -1.17 7.12 -6.25 0.000
C -0.62 7.49 -4.85 0.000
O -0.39 6.30 -4.25 0.000
C -0.05 6.48 -2.88 0.000
N -1.46 8.32 -7.12 0.000
H -0.58 8.80 -7.29 0.000
H -1.75 7.99 -8.03 0.000
H -2.13 8.88 -6.62 0.000
H 0.81 6.61 -6.93 0.000
H -0.50 6.10 -8.14 0.000
H -0.02 5.25 -6.73 0.000
H -2.10 6.58 -6.07 0.000
H -1.42 8.07 -4.39 0.000
H 0.28 8.11 -4.87 0.000
H 0.88 7.04 -2.77 0.000
H 0.15 5.47 -2.50 0.000
H -0.88 6.93 -2.33 0.000
C -0.19 4.37 1.87 0.000
C 0.15 2.92 2.38 0.000
C 0.25 2.78 3.95 0.000
O 0.56 1.46 4.36 0.000
C 0.93 1.29 5.70 0.000
N -0.88 1.97 1.74 0.002
H -0.82 1.01 2.06 0.000
H -1.85 2.22 1.87 0.000
H -0.72 1.79 0.76 0.001
H -0.04 4.46 0.80 0.000
H 0.47 5.12 2.33 0.000
H -1.11 4.74 2.32 0.000
H 1.12 2.57 2.03 0.000
H -0.67 3.16 4.39 0.000
H 0.98 3.46 4.41 0.000
H 1.76 1.91 6.04 0.000
H 1.28 0.33 6.09 0.000
H 0.10 1.56 6.36 0.000
N 2.61 3.35 -0.84 0.011
O 3.02 4.12 -1.69 0.000
O 1.91 2.41 -1.26 0.041
O 2.78 3.55 0.32 0.003
N 4.06 -0.68 -2.76 0.008
O 4.92 0.04 -3.26 0.001
O 2.86 -0.38 -2.71 0.032
O 4.35 -1.72 -2.11 0.002
C -2.80 -4.61 4.60 0.000
O -2.13 -4.19 5.77 0.000
O -3.16 -3.42 3.96 0.000
C -1.92 -5.67 3.86 0.000
F -0.59 -5.32 3.86 0.000
F -2.04 -6.89 4.36 0.000
F -2.31 -5.68 2.58 0.000
C -2.29 -5.02 6.98 0.000
C -1.58 -4.35 8.13 0.000
H -1.96 -3.33 8.20 0.000
H -1.85 -4.90 9.03 0.000
H -0.51 -4.37 7.93 0.000
H -1.91 -6.03 6.80 0.000
H -3.34 -5.10 7.26 0.000
H -3.74 -5.14 4.72 0.000
C -4.70 2.72 2.21 0.000
O -3.78 3.40 3.01 0.000
O -3.99 1.72 1.47 0.000
C -5.91 2.29 3.14 0.000
F -6.04 3.04 4.25 0.000
F -7.14 2.13 2.64 0.000
F -5.54 1.14 3.69 0.000
C -3.90 4.80 3.22 0.000
C -3.24 5.18 4.56 0.000
H -2.18 4.95 4.67 0.000
H -3.35 6.26 4.61 0.000
H -3.75 4.75 5.43 0.000
H -4.92 5.15 3.42 0.000
H -3.48 5.40 2.41 0.000
H -5.12 3.44 1.51 0.000
C -6.12 -1.74 -2.66 0.000
O -5.70 -2.84 -3.50 0.000
O -5.01 -0.87 -2.70 0.000
C -7.48 -1.07 -3.17 0.000
F -7.57 -0.77 -4.47 0.000
F -8.42 -1.98 -3.04 0.000
F -7.88 0.04 -2.56 0.000
C -6.43 -4.05 -3.32 0.000
C -5.65 -5.17 -3.94 0.000
H -4.60 -5.07 -3.67 0.000
H -6.07 -6.08 -3.51 0.000
H -5.85 -5.16 -5.01 0.000
H -7.42 -4.03 -3.77 0.000
H -6.52 -4.45 -2.31 0.000
H -6.30 -2.14 -1.66 0.000
C 0.50 1.15 -5.42 0.005
O 1.69 0.67 -6.09 0.003
O 0.89 1.58 -4.12 0.051
C -0.07 2.25 -6.38 0.001
F -0.95 2.99 -5.78 0.000
F 0.86 3.12 -6.94 0.000
F -0.74 1.69 -7.36 0.000
C 2.06 -0.76 -6.06 0.000
C 3.39 -0.79 -6.86 0.000
H 3.38 -0.38 -7.87 0.000
H 4.14 -0.23 -6.31 0.000
H 3.71 -1.82 -7.02 0.000
H 1.35 -1.50 -6.42 0.000
H 2.20 -1.09 -5.03 0.000
H -0.18 0.30 -5.37 0.000